[1]
This record from the OMol25 dataset describes the ion C10H14N3 with charge +1 at a distorted geometry. The level of theory is ωB97M-V/def2-TZVPD.

Last column: Löwdin charge in e.
CARTESIAN COORDINATES (ANGSTROEM)
1 N 0.175 2.408 -0.466  0.0847
2 N -2.029 1.198 -0.281  0.1319
3 N -1.552 -0.862 0.114  -0.0537
4 C -2.892 -0.756 0.035  -0.0172
5 C -3.218 0.535 -0.237  0.0038
6 C 1.451 0.926 1.054  -0.0897
7 C 0.617 1.064 -0.205  -0.3545
8 C 2.192 -0.405 1.259  -0.0564
9 C 1.264 0.402 -1.323  -0.0599
10 C 2.444 -1.158 0.192  -0.1032
11 C -1.030 0.293 -0.121  -0.0637
12 C -0.880 -2.122 0.424  0.0455
13 C 2.114 -0.599 -1.130  -0.0585
14 H 0.752 2.948 0.106  0.0841
15 H 0.051 -1.996 1.116  0.1204
16 H -3.552 -1.514 0.106  0.1073
17 H 0.255 2.664 -1.453  0.1250
18 H 2.525 -1.258 -1.930  0.1298
19 H -4.144 0.993 -0.281  0.1139
20 H 2.695 -2.222 0.081  0.1231
21 H 2.386 -0.732 2.291  0.1237
22 H -1.463 -2.775 0.951  0.0669
23 H 0.645 0.554 -2.187  0.1235
24 H 0.946 1.151 1.923  0.1053
25 H -0.341 -2.409 -0.527  0.1278
26 H 2.269 1.554 0.931  0.1167
27 H -1.678 2.118 -0.444  0.1233

orbital gap: 9.4 eV
SMILES string: C[n+]1cc[nH]c1[C@]1(N)C=CC=CC1
charge: +1

[2]
This record from the OMol25 dataset describes the ion C10H14N3O with charge +1 at a distorted geometry. The level of theory is ωB97M-V/def2-TZVPD.

Last column: Löwdin charge in e.
CARTESIAN COORDINATES (ANGSTROEM)
1 O -2.936 1.697 -0.156  0.1164
2 N -3.847 -0.986 -0.115  0.0773
3 N -0.739 -2.435 1.282  0.3188
4 N -2.526 -0.660 -0.214  0.0366
5 C 1.950 -0.735 -1.540  0.0096
6 C -0.744 0.788 -0.076  -0.0375
7 C 2.006 1.113 0.305  -0.0203
8 C 1.211 2.208 0.209  -0.0408
9 C -0.222 2.147 -0.265  -0.1073
10 C 2.483 -1.216 0.985  -0.0105
11 C -2.159 0.625 -0.194  -0.3458
12 C -0.365 -1.470 0.696  -0.0077
13 C 1.685 -0.357 -0.039  -0.4223
14 C 0.165 -0.300 0.160  -0.0826
15 H -4.550 -0.310 -0.225  0.0675
16 H -0.819 -3.073 2.084  0.1558
17 H -0.885 2.795 0.416  0.1644
18 H 3.031 1.253 0.587  0.1085
19 H 1.265 -0.255 -2.281  0.1117
20 H -3.918 1.588 -0.292  0.1562
21 H 1.564 3.188 0.387  0.1015
22 H -0.322 2.797 -1.153  0.1578
23 H 1.959 -1.199 1.833  0.0321
24 H 2.915 -0.468 -1.812  0.0675
25 H 1.835 -1.741 -1.702  0.0532
26 H -4.077 -1.848 -0.633  0.1268
27 H 3.486 -0.832 1.081  0.0899
28 H 2.555 -2.315 0.673  0.1232

orbital gap: 7.4 eV
SMILES string: CC1(C)C=CCC(/C(O)=N/N)=C1C#[NH+]
charge: +1

[3]
This record from the OMol25 dataset describes the ion C10H14N3O with charge +1 at a distorted geometry. The level of theory is ωB97M-V/def2-TZVPD.

Last column: Löwdin charge in e.
CARTESIAN COORDINATES (ANGSTROEM)
1 O -2.908 -0.967 -0.384  0.1318
2 N -1.000 0.179 -0.003  0.1876
3 N -1.136 -2.155 0.359  -0.0969
4 N 0.086 -2.825 2.339  0.1100
5 C 0.245 0.435 -0.368  0.0729
6 C -1.774 -1.047 -0.003  -0.4833
7 C -0.194 2.819 -0.910  0.0184
8 C 0.139 -2.240 0.937  -0.2261
9 C -1.848 -3.483 0.477  -0.0154
10 C 0.322 4.020 -1.378  -0.0238
11 C 2.583 3.175 -1.274  -0.0495
12 C 0.677 1.722 -0.794  -0.2165
13 C 2.007 1.910 -1.065  -0.0193
14 C 1.725 4.252 -1.355  -0.0409
15 H -1.675 0.851 -0.214  0.1169
16 H 2.655 0.988 -1.012  0.1449
17 H -2.816 -3.334 -0.163  0.1228
18 H 1.987 5.328 -1.568  0.1400
19 H -0.215 4.927 -1.537  0.1056
20 H -0.357 -2.328 3.116  0.1587
21 H 1.000 -2.915 2.778  0.1545
22 H -0.210 -3.719 2.597  0.1036
23 H -2.170 -3.831 1.436  0.0694
24 H -1.178 2.538 -0.696  0.0950
25 H 0.894 -2.838 0.501  0.0654
26 H 3.728 3.346 -1.461  0.1581
27 H -1.398 -4.316 -0.084  0.0983
28 H 0.828 -0.492 -0.274  0.1178

orbital gap: 6.0 eV
charge: +1

[4]
This record from the OMol25 dataset describes a structure of composition C10H14N3O5Pd at a distorted geometry. The level of theory is ωB97M-V/def2-TZVPD.

Last column: Löwdin charge in e.
CARTESIAN COORDINATES (ANGSTROEM)
1 Pd 0.299 -0.066 -2.324  0.9190
2 O 0.319 -3.072 -2.465  0.2389
3 O 3.277 -0.035 -2.701  0.1437
4 O 0.278 2.932 -2.399  0.2174
5 O 0.213 -1.050 -5.146  0.0149
6 O -2.680 -0.075 -2.699  0.2158
7 N 0.547 -0.139 -0.257  -0.0063
8 N 0.986 -0.217 2.100  -0.1454
9 N -1.376 0.307 1.205  -0.1432
10 C 2.136 -0.062 -2.567  -0.3044
11 C -2.306 0.363 0.116  -0.0942
12 C 0.286 1.784 -2.358  -0.1964
13 C 0.298 -0.070 -4.452  -0.3102
14 C -1.953 0.599 2.515  -0.0707
15 C 0.038 -0.016 0.967  -0.1981
16 C 0.311 -1.929 -2.411  -0.1624
17 C 0.595 -0.336 3.503  -0.0859
18 C 2.432 -0.337 1.869  -0.0692
19 C -1.538 -0.086 -2.566  -0.2161
20 H 0.386 0.934 -4.932  0.0988
21 H 1.451 -0.537 4.178  0.0950
22 H 2.661 -1.252 1.282  0.0945
23 H -0.074 -1.210 3.636  0.0967
24 H 0.182 0.609 3.892  0.0808
25 H -1.923 -0.285 3.174  0.0851
26 H -1.476 1.500 2.947  0.0986
27 H -3.034 0.847 2.475  0.0987
28 H 1.531 -0.383 -0.272  0.0207
29 H -1.997 1.189 -0.552  0.0788
30 H -3.348 0.599 0.418  0.1132
31 H 3.030 -0.429 2.800  0.0993
32 H -2.355 -0.650 -0.329  0.0931
33 H 2.808 0.571 1.350  0.0999

orbital gap (spin up / spin down): 5.0 / 8.3 eV
multiplicity: 3
charge: +1

[5]
This record from the OMol25 dataset describes a structure of composition C10H14N3O5Ti at a distorted geometry. The level of theory is ωB97M-V/def2-TZVPD.

Last column: Löwdin charge in e.
CARTESIAN COORDINATES (ANGSTROEM)
1 Ti 1.190 0.175 0.564  1.2627
2 O -0.796 0.724 0.559  -0.0065
3 O -3.832 0.905 0.453  0.2628
4 O -1.650 -1.330 -2.196  0.3235
5 O 3.452 1.458 -1.128  0.3375
6 O 1.130 -1.627 -1.676  0.2069
7 N 0.404 -1.943 3.285  -0.1246
8 N 2.667 -2.141 3.860  -0.0855
9 N 2.109 -1.104 1.882  0.0616
10 C -1.179 -0.712 -1.257  -0.1964
11 C -0.594 -2.050 2.228  -0.0166
12 C 0.487 -0.877 -0.949  -0.2275
13 C -0.140 -1.815 4.630  -0.0091
14 C 2.404 -3.058 4.956  0.0091
15 C -3.124 0.303 -0.337  -0.0739
16 C -1.657 0.196 -0.295  -0.1220
17 C 1.712 -1.729 3.005  -0.3519
18 C 2.585 0.991 -0.486  0.0951
19 C 4.070 -1.888 3.557  0.0036
20 H 3.130 -1.186 1.796  0.0849
21 H 1.681 -3.832 4.672  0.1212
22 H 3.350 -3.540 5.211  0.1167
23 H 4.647 -2.199 4.430  0.1230
24 H -3.446 -0.318 -1.243  0.1852
25 H 4.249 -0.820 3.376  0.1131
26 H -1.119 -1.325 4.568  0.1168
27 H -0.122 -2.324 1.277  0.0897
28 H -1.167 -1.119 2.123  0.0873
29 H 4.411 -2.470 2.686  0.1279
30 H -0.296 -2.796 5.098  0.1173
31 H 2.049 -2.530 5.851  0.1149
32 H 0.498 -1.197 5.272  0.1146
33 H -1.300 -2.848 2.504  0.1389

orbital gap (spin up / spin down): 4.2 / 4.2 eV
charge: +3

[6]
This record from the OMol25 dataset describes the ion C10H14N3OP with charge +2 at a distorted geometry. The level of theory is ωB97M-V/def2-TZVPD.

Last column: Löwdin charge in e.
CARTESIAN COORDINATES (ANGSTROEM)
1 P 0.264 0.551 -0.269  0.9009
2 O 1.409 1.727 -0.379  -0.3053
3 N 1.953 -0.597 1.856  0.2163
4 N -0.093 0.330 1.454  0.0955
5 N 1.117 -0.987 -0.319  0.0955
6 C -3.266 0.982 -3.094  -0.0040
7 C 2.034 -1.148 0.594  -0.2508
8 C -2.567 0.381 -0.884  -0.0996
9 C -0.925 1.132 -2.549  -0.0327
10 C -1.240 0.561 -1.258  -0.2825
11 C -1.959 1.243 -3.518  0.0075
12 C 0.827 -0.018 2.365  -0.2853
13 C -3.528 0.571 -1.812  -0.0665
14 C 3.092 -2.149 0.216  0.0777
15 C 0.728 0.254 3.747  0.0502
16 H -0.977 0.794 1.661  0.1532
17 H 2.645 -2.721 -0.623  0.1256
18 H 0.544 -0.722 4.321  0.1734
19 H -4.514 0.303 -1.371  0.1476
20 H -4.057 1.088 -3.779  0.1177
21 H 3.474 -2.711 1.039  0.1024
22 H -1.671 1.690 -4.466  0.1307
23 H 0.052 1.480 -2.653  0.0799
24 H -2.892 0.237 0.183  0.1330
25 H 1.217 -1.531 -1.117  0.1259
26 H 1.686 0.624 4.106  0.1301
27 H 0.055 1.029 4.054  0.1175
28 H 2.632 -0.839 2.591  0.2082
29 H 3.961 -1.553 -0.095  0.1378

orbital gap: 7.2 eV
SMILES string: CC1=[NH+]C(C)=[NH+][P@](=O)(c2ccccc2)N1
charge: +2

[7]
This record from the OMol25 dataset describes the molecule C10H14N4 at a distorted geometry. The level of theory is ωB97M-V/def2-TZVPD.

Last column: Löwdin charge in e.
CARTESIAN COORDINATES (ANGSTROEM)
1 N -1.191 -1.112 0.795  -0.0449
2 N 1.625 -0.978 -0.775  0.0220
3 N -1.447 -1.898 -1.435  0.0889
4 N 0.160 2.456 -0.380  0.0230
5 C -2.656 -1.247 -1.115  -0.2729
6 C 2.489 1.052 0.043  -0.0345
7 C -2.488 -0.552 0.209  -0.1584
8 C 2.337 2.384 0.555  -0.0574
9 C -0.659 -1.821 -0.389  -0.3359
10 C 1.379 0.398 -0.526  -0.3040
11 C -0.411 -0.026 1.544  -0.0663
12 C 0.732 -2.083 -0.402  -0.1662
13 C 0.275 1.179 -0.878  -0.1045
14 C 1.167 3.063 0.192  -0.2105
15 H 0.970 -2.800 -1.314  0.1644
16 H 0.934 4.156 0.562  0.1350
17 H -3.547 -2.019 -1.149  0.1369
18 H 0.611 -0.169 1.601  0.0290
19 H -2.412 0.523 0.061  0.1009
20 H -0.487 1.014 1.073  0.0778
21 H -0.605 -0.183 2.692  0.1190
22 H -3.308 -0.800 0.832  0.0953
23 H 3.229 2.719 1.273  0.1411
24 H 3.453 0.557 0.081  0.1045
25 H -3.101 -0.591 -1.931  0.1227
26 H -0.619 0.547 -1.357  0.1538
27 H 1.005 -2.544 0.511  0.1076
28 H 2.566 -1.224 -0.373  0.1337

orbital gap: 9.0 eV
SMILES string: CN1CCN=C1CNc1cccnc1
charge: 0

[8]
This record from the OMol25 dataset describes the molecule C10H14N4O2S at a distorted geometry. The level of theory is ωB97M-V/def2-TZVPD.

Last column: Löwdin charge in e.
CARTESIAN COORDINATES (ANGSTROEM)
1 S -1.707 1.832 2.188  1.0877
2 O 0.871 0.003 2.577  0.0587
3 O -3.879 4.350 -1.116  0.0202
4 N 1.291 -3.109 1.619  -0.0369
5 N 0.289 0.665 0.489  0.0972
6 N 1.802 -1.444 -0.797  -0.0405
7 N -1.156 2.030 -0.367  0.0933
8 C -2.970 3.494 -1.315  -0.2885
9 C 2.474 -2.188 1.431  -0.1543
10 C 2.100 -0.848 0.605  -0.1651
11 C 0.926 -3.535 0.242  -0.2320
12 C 1.048 -0.091 1.365  -0.4430
13 C -0.749 1.522 0.717  -0.5918
14 C 0.676 -2.394 -0.791  -0.2241
15 C -2.737 2.767 1.198  -0.3489
16 C -2.335 2.797 -0.135  -0.2580
17 C -2.183 3.543 -2.715  -0.0196
18 H -3.612 3.162 1.628  0.0607
19 H 0.543 -2.898 -1.807  0.1347
20 H 3.300 -2.760 1.105  0.0889
21 H 0.456 0.487 -0.531  0.1592
22 H -2.423 2.651 -3.272  0.0620
23 H 2.984 -0.152 0.761  0.1710
24 H 0.123 -4.249 0.238  0.0948
25 H -2.229 4.519 -3.327  0.1098
26 H 2.632 -1.800 2.478  0.1184
27 H -1.150 3.387 -2.656  0.0252
28 H 1.805 -4.057 -0.309  0.1194
29 H 1.510 -3.820 2.254  0.0790
30 H 2.600 -1.887 -1.277  0.1138
31 H -0.299 -1.976 -0.480  0.1089

orbital gap: 8.8 eV
SMILES string: CC(=O)c1csc(NC(=O)[C@H]2CNCCN2)n1
charge: 0

[9]
This record from the OMol25 dataset describes the ion C10H14NO2 with charge +1 at a distorted geometry. The level of theory is ωB97M-V/def2-TZVPD.

Last column: Löwdin charge in e.
CARTESIAN COORDINATES (ANGSTROEM)
1 O -1.232 -1.052 1.324  -0.0538
2 O 0.279 2.677 0.594  -0.0239
3 N -0.880 0.736 -0.108  0.2335
4 C -0.851 -0.902 -2.401  -0.0752
5 C -1.178 -2.429 1.679  -0.0231
6 C 0.980 2.385 1.819  -0.0994
7 C 1.216 0.942 1.355  -0.0185
8 C -1.040 -0.722 0.038  -0.2765
9 C 1.019 0.881 -2.387  -0.0557
10 C 1.311 1.428 -1.204  0.0191
11 C -0.101 0.099 -2.898  -0.0814
12 C -0.961 -1.466 -1.068  0.0189
13 C 0.512 1.392 0.065  -0.3944
14 H 1.744 1.084 -3.165  0.1187
15 H 2.205 2.017 -1.094  0.1341
16 H -1.340 -2.458 2.755  0.1078
17 H -0.257 0.299 -3.952  0.1197
18 H -1.960 -2.998 1.177  0.1052
19 H 0.339 2.519 2.691  0.1285
20 H 0.686 0.189 1.932  0.1113
21 H -1.477 1.226 0.576  0.2063
22 H -1.178 0.983 -1.069  0.1791
23 H 1.876 2.995 1.918  0.1302
24 H 2.251 0.645 1.222  0.1299
25 H -0.200 -2.850 1.437  0.1115
26 H -1.149 -2.526 -1.013  0.1250
27 H -1.492 -1.416 -3.108  0.1231

orbital gap (spin up / spin down): 6.8 / 6.9 eV
multiplicity: 3
charge: +1